Entry from the OMol25 dataset: a molecular structure, C18H21N5O2Re (ωB97M-V/def2-TZVPD).

Summary:
**Spin multiplicity**: 4
**Largest force on an atom**: 0.15979 hartree/bohr
**E_HOMO (spin up / spin down)**: -22.078 / -22.126 eV
**Net charge**: +4
**Calculated total energy**: -32633.3654 eV

Cartesian coordinates (Å):
N1 -3.25 -0.04 2.43
C1 -4.13 0.15 1.67
C2 -5.37 0.40 0.94
H1 -6.21 0.23 1.63
H2 -5.46 -0.22 0.03
H3 -5.41 1.46 0.63
N2 0.95 -0.13 -2.83
C3 1.31 0.03 -3.93
C4 1.82 0.24 -5.27
H4 1.12 -0.22 -6.00
H5 2.78 -0.29 -5.38
H6 1.98 1.32 -5.47
N3 0.82 -1.50 3.25
C5 1.93 -1.83 3.39
C6 3.25 -2.29 3.82
H7 4.03 -1.58 3.52
H8 3.46 -3.29 3.38
H9 3.24 -2.34 4.92
Re1 0.28 -0.51 -1.08
C7 1.82 0.24 -0.12
O1 2.72 0.73 0.44
C8 -0.93 1.00 -1.01
O2 -1.64 1.94 -0.96
C9 -1.89 -2.23 -1.22
C10 -1.57 -2.35 0.13
C11 -0.30 -2.83 0.53
C12 0.67 -3.16 -0.42
C13 0.53 -2.60 -1.73
C14 -0.80 -2.17 -2.16
H10 -2.92 -2.15 -1.58
H11 -2.32 -2.15 0.90
H12 -0.11 -2.96 1.59
H13 1.53 -3.78 -0.19
H14 1.30 -2.72 -2.50
H15 -0.97 -2.00 -3.23
C15 -2.01 3.49 3.69
N4 -0.97 2.70 3.04
C16 0.29 2.36 3.53
C17 0.88 1.59 2.54
N5 0.06 1.53 1.44
C18 -1.07 2.16 1.78
H16 -1.60 3.83 4.66
H17 -2.26 4.36 3.04
H18 -2.92 2.86 3.82
H19 0.66 2.66 4.51
H20 1.86 1.11 2.61
H21 -1.97 2.29 1.21